# C24H33Cl2MnN6O3PS2

C24H33Cl2MnN6O3PS2 as an isolated structure (ωB97M-V/def2-TZVPD, the Open Molecules 2025 dataset).

Its frontier orbital gap (alpha / beta) is 0.231 / 0.262 Eh. The net charge is +1. For the energy, the calculation gives -4697.541526 hartree. The spin multiplicity is 5. For the HOMO energy (alpha / beta), the calculation gives -10.42 / -10.42 eV. As for the molar mass: 674.52 Da.

CARTESIAN COORDINATES (ANGSTROEM)
Mn (0.224, 0.730, -0.322)
Cl (4.765, 0.407, 0.396)
C (3.602, 1.315, -0.533)
Cl (2.356, 0.197, -1.243)
H (4.077, 1.788, -1.383)
H (3.057, 2.018, 0.086)
C (0.804, 2.396, 0.449)
C (0.941, 3.569, 0.744)
C (1.193, 4.937, 1.117)
C (1.037, 5.961, 0.184)
C (1.293, 7.273, 0.548)
C (1.702, 7.569, 1.841)
C (1.855, 6.552, 2.774)
C (1.601, 5.238, 2.417)
H (0.723, 5.722, -0.824)
H (1.176, 8.065, -0.179)
H (1.899, 8.595, 2.124)
H (2.176, 6.782, 3.781)
H (1.722, 4.441, 3.138)
N (-1.759, -0.833, -8.077)
C (-1.492, -1.099, -6.767)
C (-0.209, -0.875, -6.242)
C (0.058, -1.124, -4.917)
C (-0.953, -1.603, -4.082)
C (-2.229, -1.836, -4.590)
C (-2.496, -1.586, -5.918)
S (-0.623, -1.877, -2.405)
O (-1.669, -2.710, -1.873)
O (0.763, -2.212, -2.248)
N (-0.753, -0.403, -1.680)
C (-1.926, 0.080, -1.189)
S (-3.571, -0.383, -1.287)
C (-3.978, 0.964, -0.269)
C (-2.884, 1.646, 0.118)
N (-1.720, 1.144, -0.425)
H (-1.011, -0.621, -8.711)
H (-2.631, -1.118, -8.482)
H (0.577, -0.514, -6.895)
H (1.054, -0.970, -4.525)
H (-3.000, -2.237, -3.947)
H (-3.484, -1.778, -6.316)
H (-5.004, 1.173, -0.017)
H (-2.849, 2.513, 0.757)
C (1.657, 0.006, 3.516)
N (0.970, -1.276, 3.409)
C (1.446, -2.295, 4.339)
P (0.136, -1.756, 2.085)
O (0.189, -0.658, 1.049)
N (-1.382, -2.107, 2.558)
C (-2.334, -2.594, 1.562)
C (-1.943, -1.879, 3.880)
N (0.714, -3.135, 1.421)
C (2.008, -3.100, 0.739)
C (0.317, -4.475, 1.833)
H (1.486, 0.438, 4.504)
H (1.281, 0.704, 2.773)
H (2.735, -0.118, 3.375)
H (1.374, -1.923, 5.362)
H (2.487, -2.565, 4.140)
H (0.838, -3.197, 4.275)
H (-1.857, -2.714, 0.590)
H (-3.159, -1.883, 1.458)
H (-2.746, -3.561, 1.861)
H (-1.234, -1.351, 4.512)
H (-2.210, -2.825, 4.359)
H (-2.847, -1.271, 3.801)
H (2.275, -2.081, 0.476)
H (1.956, -3.673, -0.186)
H (2.788, -3.524, 1.379)
H (-0.595, -4.443, 2.425)
H (1.104, -4.950, 2.426)
H (0.133, -5.092, 0.952)